Record 1
{"formula": "C10H16O3P", "method": "ωB97M-V/def2-TZVPD", "homo_lumo_gap_ev": 4.735, "total_charge": 1, "e_tot_ha": -957.38892, "homo_energy_ev": -11.24, "elements": ["C", "C", "C", "C", "C", "C", "C", "C", "C", "C", "O", "O", "O", "P", "H", "H", "H", "H", "H", "H", "H", "H", "H", "H", "H", "H", "H", "H", "H", "H"], "positions_angstrom": [[4.263, -0.578, 1.508], [4.286, 0.785, 1.389], [3.132, -1.230, 1.061], [3.338, 1.480, 0.724], [2.084, -0.705, 0.394], [2.152, 0.784, 0.222], [-2.449, -2.831, -1.293], [-3.786, 1.164, -2.194], [-1.375, 0.863, 1.777], [1.222, 1.456, -0.503], [-2.049, -1.450, -1.203], [-2.812, 0.978, -1.144], [-1.477, -0.127, 0.729], [-2.766, -0.388, -0.199], [5.144, -1.128, 1.821], [5.159, 1.313, 1.840], [3.061, -2.329, 1.151], [3.471, 2.494, 0.505], [1.103, -1.215, 0.110], [-3.368, -3.040, -1.912], [-2.598, -3.231, -0.327], [-1.555, -3.426, -1.693], [-4.019, 0.238, -2.715], [-3.174, 1.857, -2.747], [-4.759, 1.648, -1.860], [-2.265, 1.356, 1.898], [-0.426, 1.380, 1.612], [-1.086, 0.319, 2.722], [1.286, 2.521, -0.809], [0.261, 1.043, -0.864]], "forces_ev_per_angstrom": [[-0.3, -0.2, -0.6], [2.6, 1.7, 1.4], [-0.6, -4.0, -0.4], [-1.8, -1.7, -0.7], [-1.9, 3.3, 0.1], [0.9, -1.2, -0.2], [0.9, -0.7, -1.3], [-0.3, 0.7, 0.8], [3.0, -3.2, 0.6], [-1.2, 0.8, -0.8], [0.1, 0.0, -0.6], [0.6, -1.1, 1.4], [1.1, 0.6, 0.0], [-2.0, -0.2, -0.4], [-0.3, 0.0, 0.4], [-0.8, -0.3, -0.7], [0.4, 0.6, 0.2], [0.0, 1.5, -0.1], [1.7, 0.5, 0.3], [1.0, 0.6, 0.5], [-0.4, -0.4, 1.2], [-1.3, 1.1, 0.2], [0.2, 0.0, -0.1], [-0.7, 0.2, -1.2], [1.3, -0.6, -0.1], [-1.8, 1.8, 0.3], [-0.7, 0.9, -0.4], [-0.9, 0.3, -0.7], [0.5, -0.6, 0.6], [0.7, -0.4, 0.3]]}

=====

Record 2
{"formula": "C10H16OS", "method": "ωB97M-V/def2-TZVPD", "homo_lumo_gap_ev": 9.101, "smiles": "CCc1ccc(O)cc1.CSC", "e_above_lowest_kcal_mol": 16.04, "e_tot_ha": -864.03748, "homo_energy_ev": -8.40, "elements": ["C", "C", "S", "H", "H", "H", "H", "H", "H", "C", "C", "C", "C", "C", "C", "C", "C", "O", "H", "H", "H", "H", "H", "H", "H", "H", "H", "H"], "positions_angstrom": [[-2.614, -1.541, 0.006], [-1.469, -1.281, 2.559], [-2.011, -2.525, 1.379], [-1.925, -0.809, -0.416], [-2.757, -2.244, -0.818], [-3.572, -1.071, 0.234], [-0.484, -0.838, 2.417], [-1.554, -1.700, 3.551], [-2.057, -0.364, 2.440], [2.674, -0.764, -0.263], [4.020, -0.475, -0.951], [1.667, 0.340, -0.475], [1.390, 1.277, 0.507], [1.070, 0.474, -1.726], [0.280, 2.112, 0.392], [-0.037, 1.302, -1.848], [-0.426, 2.131, -0.797], [-1.634, 2.779, -0.845], [2.297, -1.683, -0.719], [2.835, -0.930, 0.794], [4.418, 0.516, -0.701], [2.025, 1.395, 1.368], [1.227, -0.255, -2.509], [0.068, 2.840, 1.167], [-0.720, 1.189, -2.682], [-2.207, 2.429, -1.538], [3.843, -0.475, -2.028], [4.805, -1.154, -0.615]], "forces_ev_per_angstrom": [[-0.2, 0.0, -0.6], [0.0, 1.2, -0.4], [0.4, 0.0, 0.0], [0.2, 0.1, 0.5], [-0.2, -0.1, 0.2], [0.1, 0.0, 0.0], [0.5, -0.8, -0.2], [-0.1, 0.1, 0.2], [-0.6, -0.4, 0.4], [0.6, 0.3, -0.5], [-0.1, 0.6, 0.4], [1.2, -0.2, -0.6], [-0.7, 0.3, -0.1], [-1.4, -0.5, 0.8], [1.0, 0.8, -0.1], [-0.1, 0.2, 0.1], [-0.9, -1.2, -0.3], [0.0, 0.5, 0.2], [-0.2, 0.0, 0.3], [-0.1, -0.1, 0.3], [-0.3, 0.0, 0.0], [0.0, -0.4, 0.4], [0.3, 0.0, -0.1], [-0.2, -0.2, 0.0], [0.3, 0.3, -0.3], [0.4, 0.0, 0.0], [0.4, -0.2, 0.0], [-0.2, -0.4, -0.4]]}

=====

Record 3
{"formula": "C10H16Si", "method": "ωB97M-V/def2-TZVPD", "multiplicity": 3, "homo_lumo_gap_ev": [6.877, 6.496], "e_above_lowest_kcal_mol": 0.00, "e_tot_ha": -679.92805, "homo_energy_ev": [-6.05, -7.52], "elements": ["C", "C", "C", "C", "C", "C", "C", "C", "C", "C", "Si", "H", "H", "H", "H", "H", "H", "H", "H", "H", "H", "H", "H", "H", "H", "H", "H"], "positions_angstrom": [[0.515, -0.603, -2.454], [0.993, -1.649, -1.650], [0.649, -1.398, -0.286], [-0.074, -0.211, -0.320], [-0.050, 0.380, -1.638], [1.410, -3.018, -2.190], [1.199, -2.106, 0.876], [-0.499, 1.762, -1.942], [-2.714, 1.495, 1.585], [0.462, 2.249, 2.058], [-0.921, 1.054, 1.426], [0.777, -0.692, -3.519], [1.915, -3.526, -1.272], [1.981, -3.023, -3.051], [0.548, -3.673, -2.475], [1.992, -1.429, 1.341], [1.580, -3.072, 0.612], [0.398, -2.248, 1.657], [-1.048, 1.767, -2.871], [0.251, 2.516, -1.807], [-1.303, 2.039, -1.081], [-2.837, 2.438, 2.012], [-3.303, 1.392, 0.702], [-3.013, 0.814, 2.445], [0.533, 2.672, 1.149], [0.172, 2.864, 2.841], [1.376, 1.703, 2.234]], "forces_ev_per_angstrom": [[1.3, -0.5, -1.1], [-0.8, -1.2, -2.1], [-1.1, 2.1, 0.4], [-0.6, 1.7, 3.4], [0.4, -0.9, -0.5], [-1.0, -0.5, 3.9], [-0.6, 1.0, 2.0], [-2.7, -0.5, 2.6], [0.3, -1.8, 1.1], [-1.1, -3.3, 0.3], [2.5, -3.1, -0.7], [-0.6, 0.8, 0.4], [-0.5, 0.4, -2.1], [1.7, 0.3, -1.5], [0.2, 0.7, 0.6], [-0.7, -1.2, -0.5], [0.5, -0.4, 0.1], [0.9, 0.1, -0.6], [0.2, 0.5, -0.5], [0.6, 0.3, -0.5], [1.6, -0.5, -1.9], [-0.2, 2.0, 0.4], [-0.6, -0.3, -0.4], [-0.2, 0.5, -1.4], [0.9, 2.7, -3.0], [-0.5, 1.3, 1.3], [0.1, -0.2, 0.3]]}

=====

Record 4
{"formula": "C10H17BrO", "method": "ωB97M-V/def2-TZVPD", "homo_lumo_gap_ev": 9.876, "smiles": "C[C@H]1CCCC(C)(C)[C@@]1(Br)C=O", "e_above_lowest_kcal_mol": 53.88, "e_tot_ha": -3040.41429, "homo_energy_ev": -9.11, "elements": ["C", "C", "C", "C", "C", "C", "C", "C", "C", "C", "O", "Br", "H", "H", "H", "H", "H", "H", "H", "H", "H", "H", "H", "H", "H", "H", "H", "H", "H"], "positions_angstrom": [[2.015, -0.518, 0.377], [-1.329, 0.675, 1.459], [-0.783, -0.788, 1.616], [-0.381, 1.575, 0.627], [-0.457, -1.400, 0.233], [0.468, -0.481, -0.544], [0.046, 0.903, -0.697], [0.132, -2.751, 0.497], [1.270, 1.731, -1.234], [-1.118, 1.134, -1.759], [2.859, -1.217, -0.033], [0.894, -1.342, -2.226], [1.946, 0.045, 1.310], [-2.404, 0.628, 1.008], [-1.525, 1.107, 2.422], [0.181, -0.926, 2.056], [-1.569, -1.510, 2.058], [-0.699, 2.610, 0.336], [0.555, 1.573, 1.124], [-1.468, -1.312, -0.383], [0.561, -2.781, 1.544], [0.858, -2.930, -0.185], [-0.620, -3.552, 0.358], [1.578, 1.421, -2.174], [2.112, 1.701, -0.599], [1.046, 2.808, -1.393], [-1.675, 1.888, -1.279], [-1.792, 0.282, -1.820], [-0.702, 1.428, -2.699]], "forces_ev_per_angstrom": [[-4.1, 0.0, -2.2], [-1.4, -0.5, -0.8], [-2.0, -0.1, -1.5], [-0.4, -1.3, -0.7], [-2.8, 1.6, -0.8], [3.1, -1.7, 2.3], [-0.5, 2.9, -2.3], [-2.3, -0.7, 2.1], [-2.0, 1.3, 0.7], [1.0, -1.4, 1.7], [1.7, -0.4, 0.3], [0.0, 0.1, -0.4], [0.6, 0.2, 0.3], [1.8, -0.1, 0.4], [0.2, 0.3, 0.7], [0.2, 0.6, 1.5], [1.3, 1.3, -0.2], [0.1, -0.9, 0.9], [0.8, 0.8, 1.2], [1.8, -1.0, 1.1], [-0.5, -0.2, -1.2], [2.5, -0.9, -1.9], [0.4, 0.4, 0.4], [0.5, -1.0, -1.8], [1.0, -0.1, 1.0], [-0.3, -0.5, 0.4], [-0.9, 1.3, -0.2], [0.2, -0.2, -0.4], [-0.1, 0.1, -0.6]]}

=====

What did the fourth record say?
{"formula": "C10H17BrO", "method": "ωB97M-V/def2-TZVPD", "homo_lumo_gap_ev": 9.876, "smiles": "C[C@H]1CCCC(C)(C)[C@@]1(Br)C=O", "e_above_lowest_kcal_mol": 53.88, "e_tot_ha": -3040.41429, "homo_energy_ev": -9.11, "elements": ["C", "C", "C", "C", "C", "C", "C", "C", "C", "C", "O", "Br", "H", "H", "H", "H", "H", "H", "H", "H", "H", "H", "H", "H", "H", "H", "H", "H", "H"], "positions_angstrom": [[2.015, -0.518, 0.377], [-1.329, 0.675, 1.459], [-0.783, -0.788, 1.616], [-0.381, 1.575, 0.627], [-0.457, -1.400, 0.233], [0.468, -0.481, -0.544], [0.046, 0.903, -0.697], [0.132, -2.751, 0.497], [1.270, 1.731, -1.234], [-1.118, 1.134, -1.759], [2.859, -1.217, -0.033], [0.894, -1.342, -2.226], [1.946, 0.045, 1.310], [-2.404, 0.628, 1.008], [-1.525, 1.107, 2.422], [0.181, -0.926, 2.056], [-1.569, -1.510, 2.058], [-0.699, 2.610, 0.336], [0.555, 1.573, 1.124], [-1.468, -1.312, -0.383], [0.561, -2.781, 1.544], [0.858, -2.930, -0.185], [-0.620, -3.552, 0.358], [1.578, 1.421, -2.174], [2.112, 1.701, -0.599], [1.046, 2.808, -1.393], [-1.675, 1.888, -1.279], [-1.792, 0.282, -1.820], [-0.702, 1.428, -2.699]], "forces_ev_per_angstrom": [[-4.1, 0.0, -2.2], [-1.4, -0.5, -0.8], [-2.0, -0.1, -1.5], [-0.4, -1.3, -0.7], [-2.8, 1.6, -0.8], [3.1, -1.7, 2.3], [-0.5, 2.9, -2.3], [-2.3, -0.7, 2.1], [-2.0, 1.3, 0.7], [1.0, -1.4, 1.7], [1.7, -0.4, 0.3], [0.0, 0.1, -0.4], [0.6, 0.2, 0.3], [1.8, -0.1, 0.4], [0.2, 0.3, 0.7], [0.2, 0.6, 1.5], [1.3, 1.3, -0.2], [0.1, -0.9, 0.9], [0.8, 0.8, 1.2], [1.8, -1.0, 1.1], [-0.5, -0.2, -1.2], [2.5, -0.9, -1.9], [0.4, 0.4, 0.4], [0.5, -1.0, -1.8], [1.0, -0.1, 1.0], [-0.3, -0.5, 0.4], [-0.9, 1.3, -0.2], [0.2, -0.2, -0.4], [-0.1, 0.1, -0.6]]}

=====

> What is the formula in the first record?

C10H16O3P

=====

Copy entry 3 word for word.
{"formula": "C10H16Si", "method": "ωB97M-V/def2-TZVPD", "multiplicity": 3, "homo_lumo_gap_ev": [6.877, 6.496], "e_above_lowest_kcal_mol": 0.00, "e_tot_ha": -679.92805, "homo_energy_ev": [-6.05, -7.52], "elements": ["C", "C", "C", "C", "C", "C", "C", "C", "C", "C", "Si", "H", "H", "H", "H", "H", "H", "H", "H", "H", "H", "H", "H", "H", "H", "H", "H"], "positions_angstrom": [[0.515, -0.603, -2.454], [0.993, -1.649, -1.650], [0.649, -1.398, -0.286], [-0.074, -0.211, -0.320], [-0.050, 0.380, -1.638], [1.410, -3.018, -2.190], [1.199, -2.106, 0.876], [-0.499, 1.762, -1.942], [-2.714, 1.495, 1.585], [0.462, 2.249, 2.058], [-0.921, 1.054, 1.426], [0.777, -0.692, -3.519], [1.915, -3.526, -1.272], [1.981, -3.023, -3.051], [0.548, -3.673, -2.475], [1.992, -1.429, 1.341], [1.580, -3.072, 0.612], [0.398, -2.248, 1.657], [-1.048, 1.767, -2.871], [0.251, 2.516, -1.807], [-1.303, 2.039, -1.081], [-2.837, 2.438, 2.012], [-3.303, 1.392, 0.702], [-3.013, 0.814, 2.445], [0.533, 2.672, 1.149], [0.172, 2.864, 2.841], [1.376, 1.703, 2.234]], "forces_ev_per_angstrom": [[1.3, -0.5, -1.1], [-0.8, -1.2, -2.1], [-1.1, 2.1, 0.4], [-0.6, 1.7, 3.4], [0.4, -0.9, -0.5], [-1.0, -0.5, 3.9], [-0.6, 1.0, 2.0], [-2.7, -0.5, 2.6], [0.3, -1.8, 1.1], [-1.1, -3.3, 0.3], [2.5, -3.1, -0.7], [-0.6, 0.8, 0.4], [-0.5, 0.4, -2.1], [1.7, 0.3, -1.5], [0.2, 0.7, 0.6], [-0.7, -1.2, -0.5], [0.5, -0.4, 0.1], [0.9, 0.1, -0.6], [0.2, 0.5, -0.5], [0.6, 0.3, -0.5], [1.6, -0.5, -1.9], [-0.2, 2.0, 0.4], [-0.6, -0.3, -0.4], [-0.2, 0.5, -1.4], [0.9, 2.7, -3.0], [-0.5, 1.3, 1.3], [0.1, -0.2, 0.3]]}

=====

> Number 2 is which compound?

C10H16OS